{
  "formula": "C54H33CoI4N7",
  "method": "the ωB97M-V functional and the def2-TZVPD basis",
  "elements": ["Co", "I", "C", "C", "C", "C", "C", "C", "C", "C", "C", "C", "C", "C", "C", "C", "C", "C", "I", "C", "C", "C", "N", "C", "C", "C", "C", "C", "C", "I", "C", "C", "C", "C", "C", "C", "N", "C", "C", "C", "C", "C", "N", "C", "C", "C", "C", "I", "C", "C", "C", "C", "N", "H", "H", "H", "H", "H", "H", "H", "H", "H", "H", "H", "H", "H", "H", "H", "H", "H", "H", "H", "H", "H", "H", "H", "H", "N", "C", "C", "C", "C", "C", "N", "C", "C", "C", "C", "C", "N", "H", "H", "H", "H", "H", "H", "H", "H", "H"],
  "coordinates": [[0.149642, -0.102120, -0.192258], [7.914171, 5.233685, -2.243199], [6.192784, 4.149155, -1.795838], [6.230184, 2.761809, -1.798101], [5.081381, 2.045478, -1.500485], [3.887340, 2.696718, -1.203319], [3.872717, 4.088740, -1.193532], [5.015133, 4.816737, -1.491711], [2.666896, 1.908505, -0.878245], [1.580229, 1.949815, -1.698365], [1.409247, 2.841320, -2.838759], [0.130847, 2.763224, -3.222730], [-0.532649, 1.729114, -2.418515], [-1.813052, 1.263291, -2.723192], [-2.826128, 2.139524, -3.335915], [-2.774244, 3.529550, -3.156912], [-3.743702, 4.369620, -3.674200], [-4.823349, 3.841337, -4.366408], [-6.296818, 5.098009, -5.127868], [-4.927760, 2.468344, -4.519639], [-3.945608, 1.636109, -4.007916], [-2.030856, -0.150891, -2.490333], [-1.308898, -0.623876, -1.317960], [-1.508503, -2.901509, -1.407082], [-1.735816, -3.381565, -0.190803], [-2.797248, -4.395553, 0.055025], [-2.518851, -5.748755, -0.097368], [-3.503306, -6.701048, 0.122848], [-4.777594, -6.298429, 0.494476], [-6.259961, -7.724010, 0.824877], [-5.070428, -4.950341, 0.649438], [-4.077843, -4.007170, 0.433315], [-0.993449, -2.852743, 0.977505], [-1.090111, -3.473822, 2.233874], [-0.381361, -2.701863, 3.127081], [0.158175, -1.629125, 2.391985], [-0.250447, -1.699448, 1.074456], [1.136528, -0.742397, 2.898808], [1.872554, 0.149203, 2.151632], [3.074250, 0.811401, 2.553558], [3.564891, 1.457010, 1.460166], [2.635916, 1.235927, 0.390557], [1.645994, 0.443433, 0.814822], [1.468487, -0.833771, 4.348084], [2.206942, -1.901500, 4.848297], [2.526212, -1.966197, 6.195343], [2.098237, -0.960659, 7.051943], [2.569535, -1.058027, 9.078588], [1.360454, 0.108534, 6.565761], [1.054126, 0.170758, 5.214533], [-2.037074, -2.631139, -2.843792], [-2.643355, -1.211546, -3.073788], [0.400976, 1.256911, -1.514018], [7.148694, 2.242072, -2.033859], [5.113670, 0.962411, -1.503493], [2.957853, 4.611499, -0.941446], [4.988318, 5.897713, -1.479815], [2.187624, 3.452520, -3.264244], [-0.331643, 3.271451, -4.051271], [-1.988139, 3.971125, -2.560480], [-3.667086, 5.436655, -3.515069], [-5.774217, 2.040498, -5.039286], [-4.074261, 0.575351, -4.144432], [-1.523189, -6.061286, -0.387422], [-3.277579, -7.751604, 0.002789], [-6.063403, -4.637203, 0.940921], [-4.303856, -2.956645, 0.575523], [-1.624437, -4.387040, 2.436665], [-0.229130, -2.886041, 4.176819], [3.503210, 0.765136, 3.541204], [4.459055, 2.053009, 1.387595], [2.538195, -2.684843, 4.177957], [3.107266, -2.795408, 6.574590], [1.028509, 0.890860, 7.234190], [0.482316, 1.007324, 4.831514], [-2.572036, -3.401376, -3.390940], [-3.278982, -1.118372, -3.939230], [-2.340983, -0.695589, -0.312280], [-2.346374, 0.420301, 0.507946], [-3.491478, 0.949286, 1.095226], [-3.343716, 2.062176, 1.895300], [-2.086487, 2.636563, 2.084440], [-1.002198, 2.051735, 1.473872], [-1.143376, 0.953994, 0.723951], [-0.505468, -1.852998, -1.715886], [-0.561179, -2.261419, -3.193986], [0.467765, -3.338542, -3.375682], [1.570672, -3.363095, -2.622225], [1.777920, -2.301563, -1.637352], [0.811933, -1.598484, -1.205027], [-3.230063, -0.973384, -0.710424], [-4.459062, 0.504309, 0.910006], [-4.214555, 2.501305, 2.363025], [-1.956719, 3.520049, 2.690901], [0.007728, 2.427408, 1.571505], [-0.454205, -1.509761, -3.978402], [0.346667, -4.027426, -4.203307], [2.366507, -4.074206, -2.791071], [2.773980, -2.076800, -1.269981]],
  "atomic_forces_ev_per_a": [[0.1, 0.0, 0.1], [0.0, 0.0, 0.0], [0.0, 0.0, 0.0], [0.0, 0.0, 0.0], [0.0, 0.0, 0.0], [0.0, 0.1, 0.0], [0.0, 0.0, 0.0], [0.0, 0.0, 0.0], [0.1, -0.1, 0.0], [0.0, 0.1, 0.0], [0.0, 0.0, 0.0], [-0.1, 0.0, 0.0], [0.1, 0.0, -0.1], [-0.1, 0.0, 0.1], [-0.1, 0.0, -0.1], [0.0, 0.0, 0.1], [0.0, 0.0, 0.0], [0.0, 0.0, 0.0], [0.0, 0.0, 0.0], [0.0, 0.0, 0.0], [0.1, 0.0, -0.1], [0.0, -0.1, -0.1], [-0.1, 0.2, 0.1], [0.3, -0.2, -0.1], [-0.1, 0.1, 0.0], [-0.1, 0.0, 0.0], [0.0, 0.0, 0.0], [0.0, 0.0, 0.0], [0.0, 0.0, 0.0], [0.0, 0.0, 0.0], [0.0, 0.0, 0.0], [0.0, 0.0, 0.1], [-0.1, 0.0, 0.1], [0.0, 0.0, 0.0], [0.0, 0.0, 0.0], [0.0, 0.0, 0.0], [0.0, 0.0, 0.0], [0.0, 0.0, 0.0], [0.0, 0.0, 0.0], [0.0, 0.0, 0.0], [0.0, 0.0, 0.0], [0.0, 0.1, 0.1], [0.0, -0.2, -0.1], [0.0, 0.0, 0.0], [0.0, 0.0, 0.0], [0.0, 0.0, 0.0], [0.0, 0.0, 0.0], [0.0, 0.0, 0.0], [0.0, 0.0, 0.0], [0.0, 0.0, 0.0], [0.0, 0.0, 0.0], [-0.1, 0.1, 0.1], [0.0, 0.0, -0.1], [0.0, 0.0, 0.0], [0.0, 0.0, 0.0], [0.0, 0.0, 0.0], [0.0, 0.0, 0.0], [0.0, 0.0, 0.0], [0.0, 0.0, 0.0], [0.0, 0.0, 0.0], [0.0, 0.0, 0.0], [0.0, 0.0, 0.0], [0.0, 0.0, 0.0], [0.0, 0.0, 0.0], [0.0, 0.0, 0.0], [0.0, 0.0, 0.0], [0.0, 0.0, 0.0], [0.0, 0.0, 0.0], [0.0, 0.0, 0.0], [0.0, 0.0, 0.0], [0.0, 0.0, 0.0], [0.0, 0.0, 0.0], [0.0, 0.0, 0.0], [0.0, 0.0, 0.0], [0.0, 0.0, 0.0], [0.0, 0.0, 0.0], [0.0, 0.0, 0.0], [0.0, -0.2, 0.0], [0.1, 0.0, -0.1], [0.0, 0.0, 0.0], [0.0, 0.0, 0.0], [0.0, 0.0, 0.0], [-0.1, -0.1, 0.1], [0.1, 0.0, 0.0], [-0.1, 0.0, 0.2], [0.0, -0.1, 0.0], [0.1, 0.0, 0.0], [-0.1, 0.0, -0.1], [0.0, -0.1, 0.2], [0.0, 0.3, -0.3], [0.0, 0.1, 0.0], [0.0, 0.0, 0.0], [0.0, 0.0, 0.0], [0.0, 0.0, 0.0], [0.0, 0.0, 0.0], [0.0, 0.0, 0.0], [0.0, 0.0, 0.0], [0.0, 0.0, 0.0], [0.0, 0.0, 0.0]],
  "lowdin_charge": [0.598, 0.892, -0.741, -0.140, -0.026, -0.216, -0.033, -0.139, -0.074, -0.196, 0.032, 0.009, -0.171, -0.057, -0.163, -0.042, -0.141, -0.747, 0.892, -0.142, -0.020, -0.160, -0.051, -0.047, -0.076, -0.199, -0.020, -0.138, -0.740, 0.896, -0.140, -0.022, -0.179, 0.000, 0.009, -0.219, 0.095, -0.040, -0.221, 0.030, 0.019, -0.197, 0.051, -0.215, -0.028, -0.136, -0.739, 0.896, -0.138, -0.018, -0.064, 0.039, 0.059, 0.096, 0.121, 0.125, 0.097, 0.122, 0.121, 0.113, 0.098, 0.098, 0.083, 0.124, 0.097, 0.096, 0.112, 0.117, 0.117, 0.124, 0.118, 0.129, 0.098, 0.097, 0.121, 0.148, 0.104, 0.120, -0.250, 0.028, -0.029, -0.034, -0.058, 0.062, -0.329, -0.134, 0.020, -0.012, -0.023, 0.087, 0.151, 0.124, 0.121, 0.114, 0.130, 0.168, 0.131, 0.115, 0.140],
  "gap_ev": 5.08,
  "multiplicity": 1,
  "total_charge": 1
}